(1)
Molecular formula: C27H63F6N9O9P
Method: DFT, ωB97M-V with the def2-TZVPD basis set

Output
Energy above the lowest of the compared OMol25 structures with the same formula, charge and spin   42.2 kcal/mol
Charge   -1
M   802.817 g mol⁻¹
Frontier orbital gap   8.35 eV
HOMO level   -6.300 eV
Lowest unoccupied orbital energy   2.05 eV

XYZ file:
```
115
Properties=species:S:1:pos:R:3:forces:R:3:lowdin_charge:R:1
P 0.244 0.436 0.181 -0.97 0.00 0.04 0.2145
F -0.255 1.983 0.094 -0.26 -0.68 -0.42 -0.1549
F 0.331 0.320 -1.433 -1.05 -0.09 0.16 -0.1520
F 1.772 0.939 0.095 0.57 0.04 1.09 -0.1661
F 0.737 -1.114 0.282 0.74 -0.08 0.45 -0.1859
F 0.125 0.567 1.798 1.35 -0.15 -0.31 -0.1680
F -1.269 -0.179 0.299 -0.13 0.66 -1.26 -0.1691
C -2.853 2.680 2.599 1.22 0.51 -0.25 -0.3325
O -2.747 2.622 3.803 -1.06 -0.03 -0.48 0.0368
N -3.699 2.009 1.777 -0.74 -0.91 0.31 -0.1714
C -3.517 1.891 0.347 -0.43 2.20 -0.58 -0.0636
C -4.857 1.353 2.338 0.28 -1.61 -0.66 -0.0555
H -2.198 3.350 2.009 0.21 -0.15 -0.04 0.1288
H -2.677 2.516 0.042 0.30 -0.31 0.14 0.0698
H -4.359 2.399 -0.142 -0.22 -0.26 -0.07 0.0885
H -3.412 0.923 -0.132 0.15 -0.39 0.76 0.0599
H -4.971 0.387 1.823 0.00 0.06 -0.08 0.0796
H -4.678 1.048 3.363 -0.15 0.71 0.28 0.0627
H -5.807 1.859 2.157 0.13 0.43 0.32 0.0876
C 2.897 -0.060 3.468 -0.91 -0.62 0.79 -0.3249
O 2.442 0.530 4.429 0.23 0.11 -0.42 0.0309
N 3.657 -1.181 3.568 0.37 -0.20 -1.64 -0.1967
C 4.303 -1.688 2.372 0.44 -3.01 0.94 -0.0669
C 3.954 -1.836 4.804 -0.34 1.79 2.09 -0.0693
H 2.601 0.095 2.416 0.22 0.66 0.08 0.1170
H 4.121 -2.780 2.427 -0.48 0.12 -0.54 0.0811
H 5.394 -1.795 2.450 0.10 1.24 -0.05 0.0836
H 3.972 -1.373 1.390 -0.21 0.68 0.25 0.0744
H 3.184 -1.575 5.541 -0.37 0.01 -0.44 0.0881
H 4.017 -2.918 4.873 0.32 -0.05 -0.92 0.0865
H 4.786 -1.311 5.292 0.56 -0.69 -0.20 0.0940
C 3.970 0.767 -3.362 0.16 -0.48 -0.15 -0.3354
O 4.364 1.312 -4.375 0.04 0.34 0.14 0.0043
N 4.269 -0.521 -3.055 0.06 -0.33 -0.18 -0.1784
C 3.575 -1.238 -2.011 0.93 -0.32 0.98 -0.0590
C 5.185 -1.258 -3.929 -0.13 0.33 0.27 -0.0566
H 3.368 1.246 -2.577 -0.23 0.13 -0.15 0.1355
H 2.962 -0.599 -1.376 -0.27 0.17 -0.46 0.0643
H 4.329 -1.637 -1.317 -0.01 -0.15 -0.02 0.0829
H 3.019 -2.105 -2.376 -0.24 0.24 -0.24 0.0798
H 5.004 -0.894 -4.936 0.22 -0.28 -0.17 0.0653
H 6.241 -1.095 -3.699 -0.03 0.37 0.21 0.0869
H 5.044 -2.332 -3.827 -0.43 0.03 -0.16 0.0875
C 0.718 -0.093 -4.586 -1.48 0.82 -0.29 -0.3388
O -0.140 0.773 -4.684 0.38 0.15 0.38 0.0104
N 1.501 -0.437 -5.617 -0.05 -1.30 -0.60 -0.1815
C 1.570 0.292 -6.857 -0.24 -0.10 -0.44 -0.0552
C 2.176 -1.729 -5.633 1.60 0.78 -0.01 -0.0453
H 0.855 -0.646 -3.649 0.19 -0.26 -0.12 0.1130
H 1.110 1.272 -6.781 0.00 -0.01 0.24 0.0869
H 1.070 -0.260 -7.662 -0.22 0.01 0.06 0.0861
H 2.605 0.389 -7.195 0.13 0.12 0.32 0.0860
H 3.197 -1.398 -5.426 0.29 -1.08 0.25 0.0517
H 1.815 -2.498 -4.957 -0.22 0.48 0.42 0.0691
H 2.250 -2.209 -6.612 -0.58 0.40 -0.25 0.0868
C -5.725 -2.277 -2.080 -0.53 -1.05 -0.55 -0.3379
O -6.761 -2.929 -2.160 0.27 0.63 0.04 -0.0181
N -4.830 -2.413 -1.090 0.71 -0.37 0.96 -0.1817
C -5.092 -3.297 0.020 -1.95 -0.31 0.48 -0.0655
C -3.477 -1.868 -1.121 -0.88 1.18 -0.73 -0.0399
H -5.417 -1.595 -2.889 0.08 0.19 0.22 0.1393
H -5.069 -2.759 0.970 0.88 -0.06 0.02 0.0830
H -4.589 -4.266 0.029 0.78 0.36 -0.05 0.0875
H -6.138 -3.617 0.028 -0.06 0.22 -0.61 0.0801
H -3.516 -0.906 -1.641 0.15 -0.17 -0.28 0.0907
H -3.169 -1.570 -0.122 0.30 -0.56 0.08 0.0610
H -2.803 -2.525 -1.668 0.32 -0.03 0.41 0.0780
C 0.142 -3.238 -2.030 2.14 -1.02 -0.34 -0.3283
O 0.340 -3.300 -3.234 -1.16 0.04 -0.21 -0.0021
N -0.549 -4.112 -1.261 0.62 0.51 0.33 -0.1767
C -0.134 -4.229 0.134 -0.75 -0.32 0.64 -0.0571
C -1.337 -5.223 -1.762 0.36 -0.07 -0.35 -0.0435
H 0.816 -2.604 -1.440 -0.63 0.44 0.30 0.1079
H 0.309 -5.219 0.286 -0.29 -0.11 0.10 0.0864
H -1.025 -4.090 0.755 0.13 -0.36 0.22 0.0835
H 0.603 -3.544 0.547 -0.04 0.53 -0.87 0.0760
H -1.242 -6.043 -1.052 -0.39 0.09 0.18 0.0810
H -2.374 -4.927 -1.918 -0.12 -0.18 0.12 0.0789
H -0.953 -5.638 -2.696 0.12 0.45 -0.16 0.0879
C 0.715 4.409 4.866 0.18 -0.77 -1.09 -0.3324
O -0.358 3.908 5.088 -0.25 0.39 0.73 0.0371
N 1.474 4.025 3.790 -0.32 0.57 0.32 -0.1897
C 2.579 4.813 3.323 0.46 -0.30 0.60 -0.0770
C 0.911 3.072 2.868 0.09 0.22 -0.70 -0.0619
H 1.200 5.173 5.488 0.05 0.21 0.13 0.1230
H 2.476 5.126 2.280 -0.17 -0.01 0.03 0.0815
H 3.491 4.212 3.425 0.12 0.25 -0.24 0.0854
H 2.677 5.699 3.956 0.09 0.01 -0.10 0.0766
H 0.226 2.400 3.370 0.13 -0.03 0.06 0.0759
H 0.385 3.598 2.062 -0.29 0.00 0.15 0.0718
H 1.711 2.548 2.341 0.03 -0.25 0.37 0.0782
C -1.282 -0.085 4.308 0.21 -1.11 0.21 -0.3387
O -1.461 0.673 5.221 -0.10 0.11 0.35 0.0422
N -2.173 -1.043 3.895 0.06 -0.46 0.06 -0.1765
C -1.812 -2.040 2.922 0.81 -0.07 -0.09 -0.0848
C -3.390 -1.299 4.623 -0.50 0.90 0.16 -0.0550
H -0.340 -0.210 3.762 0.12 0.46 -0.07 0.1118
H -0.889 -1.793 2.393 -0.31 0.59 -0.19 0.0641
H -2.634 -2.145 2.212 0.17 -0.32 -0.14 0.0721
H -1.522 -2.997 3.383 -0.68 -0.14 0.14 0.0865
H -3.722 -2.334 4.556 0.33 -0.12 -0.04 0.0817
H -3.289 -0.998 5.667 0.17 -0.10 -0.02 0.0896
H -4.193 -0.679 4.217 -0.17 -0.12 0.06 0.0603
C -1.421 4.521 -2.444 1.73 -0.78 0.34 -0.3353
O -1.754 3.930 -3.447 -0.68 0.67 -0.05 0.0172
N -0.137 4.464 -1.945 -1.21 1.07 -0.49 -0.1933
C 0.138 4.894 -0.595 0.63 0.05 0.14 -0.0872
C 0.941 3.907 -2.735 -0.66 -1.36 0.08 -0.0398
H -2.044 5.142 -1.777 -0.45 -0.17 -0.19 0.1262
H 0.621 4.064 -0.079 0.05 0.12 0.15 0.0551
H -0.747 5.164 -0.019 -0.28 -0.21 -0.32 0.0815
H 0.791 5.773 -0.544 0.15 -0.06 -0.19 0.0817
H 1.206 2.969 -2.234 0.90 0.34 0.10 0.0811
H 0.581 3.513 -3.686 -0.44 0.44 -0.03 0.0798
H 1.738 4.617 -2.949 0.21 -0.07 0.45 0.0880
```
Positions in Å, forces in eV/Å.

---

(2)
Molecular formula: C17H34O2
Method: DFT, ωB97M-V with the def2-TZVPD basis set

Output
Energy above the lowest of the compared OMol25 structures with the same formula, charge and spin   5.0 kcal/mol
Charge   0
M   270.457 g mol⁻¹
Frontier orbital gap   11.00 eV
HOMO level   -10.056 eV
Lowest unoccupied orbital energy   0.94 eV

XYZ file:
```
53
Properties=species:S:1:pos:R:3:forces:R:3:nbo_charge:R:1
C -5.260 -3.378 -1.143 0.01 -0.05 0.25 -0.6071
C -5.551 -3.063 0.319 -0.16 0.16 -0.12 -0.3878
C -5.720 -1.568 0.593 0.30 -0.23 0.05 -0.3863
C -4.431 -0.770 0.408 -0.43 0.20 0.06 -0.3998
C -4.618 0.696 0.794 0.35 -0.11 0.06 -0.3825
C -3.326 1.511 0.715 -0.24 -0.05 -0.24 -0.3926
C -2.815 1.688 -0.714 0.08 0.25 0.20 -0.3923
C -1.658 2.682 -0.819 0.01 -0.38 0.02 -0.3826
C -0.382 2.196 -0.134 -0.03 0.39 -0.25 -0.4003
C 0.785 3.150 -0.381 0.04 -0.17 0.34 -0.3837
C 2.054 2.763 0.380 -0.03 -0.04 -0.35 -0.3862
C 2.665 1.451 -0.106 0.09 0.12 0.34 -0.3947
C 3.992 1.156 0.589 -0.23 -0.18 -0.26 -0.4979
C 4.515 -0.220 0.232 -0.17 0.43 0.13 0.8101
O 3.822 -1.152 -0.082 -0.03 -0.16 -0.05 -0.6148
O 5.845 -0.244 0.334 0.25 0.15 0.06 -0.5116
C 6.579 -1.458 0.078 0.09 -0.55 -0.12 0.1033
C 6.204 -2.555 1.069 -0.02 0.31 -0.09 -0.6416
C 6.417 -1.912 -1.368 -0.05 0.23 0.23 -0.6411
H -6.032 -2.958 -1.784 -0.07 0.04 -0.12 0.1991
H -5.233 -4.455 -1.299 0.03 -0.08 -0.10 0.2086
H -4.299 -2.970 -1.447 0.09 0.03 -0.11 0.2011
H -4.743 -3.454 0.942 -0.02 -0.05 0.09 0.1925
H -6.471 -3.576 0.613 0.05 -0.06 0.06 0.1976
H -6.491 -1.166 -0.069 -0.09 0.05 0.01 0.1916
H -6.069 -1.439 1.621 -0.06 0.08 0.00 0.1968
H -4.112 -0.832 -0.632 0.12 -0.05 -0.05 0.1963
H -3.645 -1.207 1.029 0.11 -0.05 -0.01 0.1926
H -5.371 1.148 0.143 -0.09 0.05 0.01 0.1919
H -4.998 0.744 1.818 -0.09 0.00 0.00 0.1967
H -2.562 1.021 1.322 0.05 0.03 0.11 0.1945
H -3.509 2.499 1.144 0.08 0.05 0.06 0.1970
H -2.488 0.726 -1.112 -0.03 -0.06 -0.10 0.1950
H -3.638 2.044 -1.338 -0.06 -0.08 -0.06 0.1974
H -1.961 3.638 -0.385 -0.01 0.09 -0.03 0.1913
H -1.442 2.856 -1.876 0.02 0.09 -0.02 0.1978
H -0.550 2.113 0.941 0.03 -0.10 0.09 0.1945
H -0.133 1.204 -0.515 -0.01 -0.13 0.05 0.1970
H 0.487 4.155 -0.072 -0.03 0.05 -0.08 0.1987
H 1.004 3.186 -1.450 -0.01 0.07 -0.08 0.1930
H 2.792 3.561 0.258 0.04 0.04 0.09 0.1967
H 1.826 2.684 1.445 0.04 0.04 0.09 0.1928
H 2.828 1.501 -1.184 -0.04 -0.05 -0.07 0.1988
H 1.987 0.621 0.089 0.00 -0.02 -0.10 0.2186
H 4.752 1.898 0.342 -0.01 0.01 0.08 0.2241
H 3.851 1.172 1.674 0.07 0.02 0.03 0.2282
H 7.616 -1.145 0.252 -0.21 -0.07 -0.04 0.1880
H 6.873 -3.401 0.942 0.10 -0.09 0.01 0.2136
H 6.291 -2.186 2.088 0.03 -0.02 0.10 0.2131
H 5.182 -2.882 0.897 -0.01 -0.06 0.01 0.2340
H 6.655 -1.096 -2.047 0.05 0.03 -0.10 0.2131
H 5.394 -2.233 -1.548 0.00 -0.05 -0.04 0.2343
H 7.090 -2.742 -1.565 0.10 -0.08 -0.03 0.2133
```
Positions in Å, forces in eV/Å.

---

(3)
Molecular formula: C38H55As2N4O5PPtTe
Method: DFT, ωB97M-V with the def2-TZVPD basis set

Output
Energy above the lowest of the compared OMol25 structures with the same formula, charge and spin   45.2 kcal/mol
Charge   +2
M   1151.377 g mol⁻¹
Spin multiplicity   5
Frontier orbital gap (alpha / beta)   7.96 / 4.84 eV
HOMO level (alpha / beta)   -13.157 / -13.427 eV
Lowest unoccupied orbital energy (alpha / beta)   -5.20 / -8.58 eV

XYZ file:
```
107
Properties=species:S:1:pos:R:3:forces:R:3:lowdin_charge:R:1
Pt 0.053 -0.511 1.068 1.30 -0.71 -0.20 0.6361
C 2.197 2.964 2.128 -0.08 -0.22 -0.24 -0.2273
As 1.208 1.377 2.680 0.21 0.12 0.52 1.0959
C 0.122 2.065 4.156 -0.13 0.00 -0.11 -0.2996
C 2.407 0.320 3.771 -0.05 -0.10 -0.15 -0.4198
C 3.557 0.870 4.321 -0.06 0.14 -0.02 -0.0850
C 4.335 0.128 5.199 0.05 -0.08 0.05 -0.0431
C 3.964 -1.164 5.537 -0.05 0.02 -0.02 -0.0405
C 2.829 -1.722 4.966 -0.07 -0.04 0.00 -0.0873
C 2.053 -0.992 4.074 -0.06 -0.19 -0.08 -0.3990
As 0.582 -1.910 3.183 -0.13 0.11 0.28 1.1288
C -0.596 -2.354 4.677 -0.13 0.08 -0.28 -0.2437
C 1.325 -3.661 2.792 -0.03 0.02 -0.21 -0.2393
H 2.625 3.458 2.998 -0.03 -0.10 0.08 0.0445
H 1.508 3.653 1.642 -0.03 -0.04 -0.01 0.0296
H 2.980 2.679 1.427 0.00 0.00 0.01 0.0468
H 0.802 2.427 4.926 0.07 0.00 -0.05 0.0511
H -0.466 1.247 4.572 0.00 0.01 -0.01 0.0198
H -0.544 2.870 3.852 0.03 0.00 -0.05 0.0129
H 3.858 1.881 4.076 -0.01 0.00 0.02 0.1023
H 5.233 0.558 5.624 -0.02 0.04 -0.01 0.1210
H 4.554 -1.741 6.235 0.03 0.01 -0.02 0.1211
H 2.553 -2.740 5.216 0.06 -0.01 0.02 0.1045
H -1.265 -3.158 4.371 0.00 0.01 -0.02 0.0403
H -1.191 -1.498 4.988 0.05 0.04 -0.02 0.0272
H 0.016 -2.694 5.510 0.05 0.02 -0.02 0.0402
H 1.447 -4.228 3.712 0.01 0.08 0.06 0.0453
H 2.287 -3.560 2.291 0.00 0.07 0.01 0.0414
H 0.638 -4.194 2.137 -0.03 0.03 0.02 0.0402
O 0.639 -2.481 -0.018 -0.46 0.51 0.24 -0.1161
C 1.670 -2.774 -0.631 0.32 -0.21 -0.35 -0.1770
C 2.993 -2.289 -0.441 -0.06 0.43 0.41 -0.1400
C 4.043 -2.912 -1.136 0.09 -0.22 -0.14 0.0456
C 5.335 -2.553 -0.893 -0.19 0.18 0.19 -0.1352
C 5.642 -1.564 0.058 0.06 -0.15 -0.15 0.0441
C 4.639 -0.921 0.724 -0.32 0.13 0.13 0.0325
C 3.271 -1.247 0.496 0.13 -0.34 -0.50 -0.3218
O 2.379 -0.606 1.161 -0.24 0.42 0.37 -0.2324
N 6.423 -3.211 -1.621 0.16 -0.18 -0.17 -0.3500
O 6.110 -4.016 -2.476 0.03 0.12 0.12 0.0937
O 7.558 -2.905 -1.320 -0.18 -0.01 -0.03 0.1031
H 1.581 -3.545 -1.413 -0.12 -0.09 0.15 0.1538
H 3.838 -3.695 -1.857 0.01 0.01 -0.01 0.1407
H 6.682 -1.332 0.240 0.01 0.05 0.01 0.1334
H 4.840 -0.154 1.460 0.10 -0.01 -0.02 0.1208
C -8.158 0.138 0.119 -0.10 -0.02 0.10 -0.0256
C -6.717 0.350 0.461 0.22 0.08 -0.03 -0.2282
C -6.069 1.531 0.104 -0.09 -0.12 0.05 0.0071
C -4.733 1.758 0.391 0.19 0.20 -0.05 -0.3114
C -4.098 3.036 -0.090 -0.04 -0.13 -0.01 -0.0743
C -4.023 0.756 1.073 0.13 -0.29 -0.01 -0.4582
Te -2.026 1.177 1.642 -0.41 0.14 -0.16 1.2728
C -4.650 -0.438 1.467 0.34 -0.12 -0.03 -0.3149
C -3.933 -1.497 2.259 -0.09 0.06 0.02 -0.0734
C -5.985 -0.616 1.151 -0.12 0.04 -0.01 0.0065
H -8.446 0.721 -0.753 -0.01 -0.01 0.00 0.0871
H -8.789 0.455 0.953 0.00 0.01 -0.02 0.1010
H -8.374 -0.913 -0.067 0.02 0.00 -0.02 0.0890
H -6.627 2.302 -0.414 0.02 -0.01 -0.04 0.1312
H -4.855 3.806 -0.226 0.03 0.03 0.01 0.0933
H -3.615 2.872 -1.057 0.08 0.03 0.00 0.0763
H -3.349 3.414 0.607 -0.01 0.08 -0.02 0.0345
H -2.871 -1.556 2.006 0.01 -0.02 -0.04 0.0146
H -4.377 -2.476 2.086 0.02 0.00 0.02 0.0916
H -4.018 -1.278 3.327 0.05 -0.05 0.02 0.0957
H -6.479 -1.528 1.468 0.02 -0.02 -0.05 0.1328
O 0.817 0.204 -1.065 -0.35 -0.30 0.90 -0.3615
P 0.224 0.666 -2.360 -0.78 0.32 -1.52 0.5769
N -1.142 -0.199 -2.774 0.49 0.42 0.57 -0.1884
C -2.238 0.324 -3.598 0.05 0.15 -0.11 -0.1862
C -3.162 -0.877 -3.770 0.07 0.01 0.06 -0.1472
C -2.994 -1.645 -2.459 -0.03 0.02 -0.22 -0.1453
C -1.537 -1.412 -2.070 0.17 -0.22 0.66 -0.2059
N 1.201 0.538 -3.682 -0.17 -0.04 0.39 -0.1845
C 2.601 0.967 -3.517 0.05 0.05 -0.14 -0.1729
C 3.425 -0.336 -3.500 -0.09 0.01 -0.05 -0.1327
C 2.495 -1.411 -4.111 0.07 0.15 -0.05 -0.1353
C 1.241 -0.642 -4.551 0.15 -0.10 0.04 -0.1678
N -0.102 2.282 -2.283 0.14 -0.39 0.34 -0.1760
C -0.335 3.194 -3.412 0.06 0.06 -0.15 -0.1746
C -0.950 4.422 -2.750 0.08 -0.05 0.11 -0.1501
C -0.238 4.472 -1.394 -0.06 0.00 -0.10 -0.1499
C -0.104 2.999 -1.008 -0.16 -0.03 0.11 -0.2232
H -1.863 0.684 -4.558 0.00 0.04 0.01 0.1150
H -2.742 1.158 -3.092 -0.03 -0.04 -0.04 0.1113
H -2.825 -1.482 -4.613 -0.02 0.01 -0.02 0.1196
H -4.192 -0.574 -3.948 0.01 -0.04 -0.07 0.1185
H -3.227 -2.703 -2.561 -0.01 0.02 0.06 0.1199
H -3.654 -1.220 -1.709 -0.13 0.06 0.23 0.1023
H -0.896 -2.257 -2.341 -0.01 -0.01 -0.04 0.1146
H -1.427 -1.298 -0.966 -0.11 -0.04 -0.43 0.0600
H 2.721 1.554 -2.607 0.00 0.04 -0.04 0.1114
H 2.878 1.588 -4.372 0.00 0.02 0.03 0.1224
H 3.703 -0.593 -2.478 0.01 0.01 -0.03 0.0824
H 4.340 -0.218 -4.076 0.03 -0.01 0.02 0.1162
H 2.233 -2.162 -3.362 -0.01 0.00 -0.03 0.0819
H 2.958 -1.923 -4.952 0.00 -0.08 0.04 0.1167
H 0.324 -1.221 -4.472 0.00 0.05 -0.04 0.1071
H 1.350 -0.296 -5.581 -0.04 -0.02 0.00 0.1273
H -0.988 2.747 -4.160 0.04 0.02 0.01 0.1031
H 0.612 3.452 -3.896 -0.02 -0.04 -0.03 0.1209
H -2.022 4.280 -2.604 -0.03 -0.02 -0.03 0.1063
H -0.802 5.324 -3.339 -0.03 0.00 -0.01 0.1212
H -0.794 5.041 -0.650 0.06 0.03 0.02 0.1138
H 0.749 4.922 -1.507 0.01 0.01 0.02 0.1198
H -0.961 2.682 -0.387 0.04 0.08 -0.08 0.0193
H 0.802 2.786 -0.438 0.02 0.00 0.00 0.0861
```
Positions in Å, forces in eV/Å.

---

Which value of M does entry 3 give? 1151.377 g mol⁻¹

---

Which of these has the lowest M? C17H34O2

---

The lowest M belongs to which entry? C17H34O2